Record 1
Computed, not measured: 2 unconnected molecules or ions with the total composition C3H11N2O, with ωB97M-V/def2-TZVPD.

Geometry as ORCA input:
```
! RIJCOSX wB97M-V def2-TZVPD def2/J DEFGRID3
* xyz 1 1
C 0.50842 1.17342 -2.15473
C 0.73274 -0.07004 -1.27576
N 1.26731 0.07277 0.06896
C 0.80880 -0.09448 1.27934
N 1.50816 0.35622 2.31567
H 1.24890 1.93069 -1.87604
H 0.56119 1.00262 -3.22512
H -0.42566 1.70619 -1.93988
H -0.26027 -0.54380 -1.19294
H 1.41100 -0.76892 -1.76643
H 2.10075 0.65671 0.01165
H 0.02328 -0.79652 1.54285
H 0.99440 0.68216 3.12151
H 2.51280 0.29088 2.38839
H -3.86277 -2.21065 1.34736
H -4.86670 -1.96209 0.40917
O -4.26235 -1.42518 0.94600
*
```

Values from the calculation:
DFT total energy = -305.384795 Ha
LUMO level = -0.1602 hartree
energy relative to the best compared isomer or geometry (same formula, charge and spin) = 42.6 kcal per mole
Kohn-Sham gap = 9.788 eV
HOMO = -0.5199 hartree

Atom charges from the Löwdin analysis, given in e for atoms 1 to 5: -0.055 -0.197 0.075 -0.103 0.153

=====

Record 2
Computed, not measured: a molecular structure, C8H7CaN3O4, with ωB97M-V/def2-TZVPD.

Geometry as ORCA input:
```
! RIJCOSX wB97M-V def2-TZVPD def2/J DEFGRID3
* xyz 2 1
O -0.21468 3.64691 -3.88004
C -0.08688 2.60817 -3.42914
Ca 0.77394 -0.82555 -2.01451
C 2.55754 -1.44930 -3.62737
C -1.50151 -0.88840 -2.98208
O 3.41246 -1.79149 -4.32126
O -2.53603 -1.06693 -3.42328
C 1.79593 -1.20022 2.58454
N 0.68976 -0.51914 1.90776
C -0.31441 0.05730 2.62759
C -1.33392 0.68069 1.99336
C -1.33222 0.71425 0.58596
N -0.33989 0.10289 -0.13111
C 0.67671 -0.50668 0.57406
O 1.62292 -1.10158 -0.09092
N -2.32821 1.33065 -0.12511
H 1.54757 -1.09552 3.65186
H 2.76113 -0.71714 2.35792
H 1.84231 -2.26236 2.29192
H -0.18680 -0.04993 3.70310
H -2.12594 1.15565 2.57208
H -3.10698 1.84199 0.30612
H -2.27281 1.33573 -1.13146
*
```

Values from the calculation:
DFT total energy = -1451.425119 Ha
LUMO level = -0.2818 hartree
energy relative to the best compared isomer or geometry (same formula, charge and spin) = 0.0 kcal per mole
Kohn-Sham gap = 8.870 eV
HOMO = -0.6077 hartree

Atom charges from the Löwdin analysis, given in e for atoms 1 to 5: 0.075 0.012 1.353 0.028 -0.016

=====

Record 3
Computed, not measured: a molecular structure, C4H16BClCoN4O12, with ωB97M-V/def2-TZVPD.

Geometry as ORCA input:
```
! RIJCOSX wB97M-V def2-TZVPD def2/J DEFGRID3
* xyz 0 4
Co 17.71774 24.15783 -9.48146
Cl 18.82311 21.27593 -11.23542
O 17.75911 20.38762 -11.10039
O 18.54297 22.30405 -10.28906
O 20.10051 20.71617 -10.97265
O 18.90261 21.84461 -12.53818
B 18.35599 25.64032 -11.24479
H 17.77065 25.82050 -10.35644
H 17.74252 25.43794 -12.10904
H 18.91903 26.54526 -11.41304
H 19.01622 24.80073 -11.09166
C 13.49119 22.78601 -9.49087
N 14.52432 23.32681 -8.54717
O 15.66445 23.56036 -9.03233
O 14.29078 23.33755 -7.32542
H 12.50655 22.83741 -9.02617
H 13.76498 21.73196 -9.53676
H 13.72497 23.38761 -10.36924
C 16.98291 27.99152 -7.53984
N 16.72497 26.56013 -7.33510
O 16.82008 25.80270 -8.31103
O 16.70990 26.20084 -6.17710
H 16.05477 28.54230 -7.69250
H 17.65075 28.11158 -8.39288
H 17.31820 28.31820 -6.55548
C 17.68242 22.76584 -5.32061
N 17.90848 22.34858 -6.75603
O 18.04904 21.13216 -7.00661
O 17.68911 23.18410 -7.58746
H 18.01480 22.02473 -4.59370
H 16.61560 22.98907 -5.30861
H 18.26052 23.68424 -5.21848
C 22.09292 24.88919 -8.15598
N 20.77704 24.24388 -7.83897
O 20.63390 23.64072 -6.82341
O 19.85060 24.46125 -8.62488
H 22.71972 24.66697 -7.29234
H 21.99796 25.96484 -8.30443
H 22.36546 24.41117 -9.09689
*
```

Values from the calculation:
DFT total energy = -3150.902192 Ha
LUMO level (spin up / spin down) = -0.0552 / -0.0564 hartree
expectation value of S² = 3.7555
energy relative to the best compared isomer or geometry (same formula, charge and spin) = 71.1 kcal per mole
Kohn-Sham gap (spin up / spin down) = 7.256 / 7.222 eV
HOMO (spin up / spin down) = -0.3219 / -0.3217 hartree

Atom charges from the Löwdin analysis, given in e for atoms 1 to 5: 0.831 0.606 -0.314 -0.420 -0.320

=====

Record 4
Computed, not measured: a single C7H11FSi molecule, with ωB97M-V/def2-TZVPD.

Geometry as ORCA input:
```
! RIJCOSX wB97M-V def2-TZVPD def2/J DEFGRID3
* xyz 0 1
C 1.28886 0.30327 1.76654
C 2.30202 0.54949 0.94462
C 2.17821 0.51677 -0.50591
C 1.07734 0.77912 -1.17063
C -0.30276 0.92502 -0.68417
C -1.11726 -0.01757 -0.14529
Si -0.73969 -1.88475 -0.52567
C -2.52118 0.34976 0.29711
F -3.24957 -0.65287 -0.42489
H 0.24499 -0.02958 1.54613
H 1.36395 0.49391 2.82384
H 3.32420 0.81381 1.12442
H 3.10995 0.49178 -1.12861
H 1.04461 0.74201 -2.25809
H -0.59426 1.82310 -1.04907
H -1.08324 -2.68634 0.61181
H 0.71378 -1.63300 -0.90741
H -1.56669 -2.32170 -1.66284
H -2.81575 1.35196 -0.04798
H -2.65750 0.08581 1.39609
*
```

Values from the calculation:
DFT total energy = -662.534121 Ha
LUMO level = 0.0202 hartree
energy relative to the best compared isomer or geometry (same formula, charge and spin) = 100.0 kcal per mole
Kohn-Sham gap = 9.297 eV
SMILES = C=C/C=C\C=C(/[SiH3])CF
HOMO = -0.3215 hartree

Atom charges from the Löwdin analysis, given in e for atoms 1 to 5: 0.021 -0.160 -0.163 -0.165 -0.137

=====

Record 5
Computed, not measured: a gas-phase ion, C8H15N2 (charge +1), with ωB97M-V/def2-TZVPD.

Geometry as ORCA input:
```
! RIJCOSX wB97M-V def2-TZVPD def2/J DEFGRID3
* xyz 1 1
C 0.96963 -1.65502 0.17121
C 0.88005 -0.16056 -0.04659
C 1.76270 0.30105 -1.15311
N 1.30840 0.50898 1.14729
C 0.34818 0.80260 1.99421
N -0.88320 0.77108 1.50094
C -1.99478 -0.18048 1.53193
C -1.74704 -0.60194 -0.03285
C -0.60654 0.31870 -0.13911
C -0.83255 1.50803 -0.96911
H 0.77307 -2.31052 -0.71922
H 0.17614 -1.79963 0.96637
H 1.97139 -1.97710 0.54531
H 1.16256 0.07726 -2.15355
H 2.72051 -0.14029 -1.28391
H 2.00421 1.42461 -1.13977
H 2.25862 0.73015 1.45611
H 0.49257 1.06426 3.06915
H -2.85955 0.39666 1.65718
H -1.97819 -0.83867 2.43841
H -1.70447 -1.67134 -0.33964
H -2.50172 -0.42518 -0.67221
H -0.13109 2.27400 -0.65071
H -1.86434 1.88377 -1.01148
H -0.50582 1.26122 -2.08397
*
```

Values from the calculation:
DFT total energy = -423.012493 Ha
LUMO level = -0.1338 hartree
energy relative to the best compared isomer or geometry (same formula, charge and spin) = 51.3 kcal per mole
Kohn-Sham gap = 10.322 eV
SMILES = CC1(C)[NH+]=CN2CC[C@@]21C
HOMO = -0.5131 hartree

Atom charges from the Löwdin analysis, given in e for atoms 1 to 5: -0.003 -0.515 -0.035 0.136 -0.057

=====

Record 6
Computed, not measured: a single C2H3N3O2 molecule, with ωB97M-V/def2-TZVPD.

Geometry as ORCA input:
```
! RIJCOSX wB97M-V def2-TZVPD def2/J DEFGRID3
* xyz 0 1
N 0.86669 -0.97491 1.27514
C 0.41962 -0.08554 0.32355
N 1.12511 0.87495 -0.17121
O 0.33234 1.41029 -1.20765
C -0.85482 0.75581 -1.28933
O -1.72194 0.97512 -2.08854
N -0.81380 -0.18577 -0.26748
H 1.82901 -0.77750 1.52473
H 0.27984 -1.03831 2.09901
H -1.46206 -0.95415 -0.19822
*
```

Values from the calculation:
DFT total energy = -392.756683 Ha
LUMO level = 0.0173 hartree
energy relative to the best compared isomer or geometry (same formula, charge and spin) = 23.1 kcal per mole
Kohn-Sham gap = 10.020 eV
SMILES = Nc1noc(=O)[nH]1
HOMO = -0.3509 hartree

Atom charges from the Löwdin analysis, given in e for atoms 1 to 5: 0.137 -0.460 0.125 0.040 -0.533

=====

Q: Which of these has the lowest DFT total energy?
A: C4H16BClCoN4O12

=====

Q: Which formula does entry 4 have?
A: C7H11FSi

=====

Please write out number 5 again, unchanged.
Computed, not measured: a gas-phase ion, C8H15N2 (charge +1), with ωB97M-V/def2-TZVPD.

Geometry as ORCA input:
```
! RIJCOSX wB97M-V def2-TZVPD def2/J DEFGRID3
* xyz 1 1
C 0.96963 -1.65502 0.17121
C 0.88005 -0.16056 -0.04659
C 1.76270 0.30105 -1.15311
N 1.30840 0.50898 1.14729
C 0.34818 0.80260 1.99421
N -0.88320 0.77108 1.50094
C -1.99478 -0.18048 1.53193
C -1.74704 -0.60194 -0.03285
C -0.60654 0.31870 -0.13911
C -0.83255 1.50803 -0.96911
H 0.77307 -2.31052 -0.71922
H 0.17614 -1.79963 0.96637
H 1.97139 -1.97710 0.54531
H 1.16256 0.07726 -2.15355
H 2.72051 -0.14029 -1.28391
H 2.00421 1.42461 -1.13977
H 2.25862 0.73015 1.45611
H 0.49257 1.06426 3.06915
H -2.85955 0.39666 1.65718
H -1.97819 -0.83867 2.43841
H -1.70447 -1.67134 -0.33964
H -2.50172 -0.42518 -0.67221
H -0.13109 2.27400 -0.65071
H -1.86434 1.88377 -1.01148
H -0.50582 1.26122 -2.08397
*
```

Values from the calculation:
DFT total energy = -423.012493 Ha
LUMO level = -0.1338 hartree
energy relative to the best compared isomer or geometry (same formula, charge and spin) = 51.3 kcal per mole
Kohn-Sham gap = 10.322 eV
SMILES = CC1(C)[NH+]=CN2CC[C@@]21C
HOMO = -0.5131 hartree

Atom charges from the Löwdin analysis, given in e for atoms 1 to 5: -0.003 -0.515 -0.035 0.136 -0.057